DFT (ωB97M-V/def2-TZVPD) results for a structure of composition C26H31N2O8W.

Results
Multiplicity: 3
Energy above the lowest of the compared OMol25 structures with the same formula, charge and spin: 0.891 eV
Molar mass: 683.38 g mol⁻¹
Net charge: +1
LUMO level (alpha / beta): -4.0 / -5.0 eV
Expectation value of S²: 2.02

CARTESIAN COORDINATES (ANGSTROEM)
1 O 0.2263 0.2905 -6.7073
2 C 0.3663 1.5773 -7.3574
3 C 0.3403 0.9275 -8.7437
4 H 1.3269 2.0531 -7.0934
5 H -0.4751 2.2508 -7.1255
6 C 0.3283 -0.4081 -7.9745
7 H 1.2334 1.1148 -9.3422
8 H -0.5757 1.1251 -9.3046
9 C 1.6504 -1.1507 -8.0523
10 H 2.4879 -0.4698 -7.8387
11 H 1.7869 -1.5927 -9.0500
12 H 1.6554 -1.9659 -7.3205
13 C -0.8770 -1.3030 -8.1606
14 H -1.8060 -0.7458 -7.9889
15 H -0.8057 -2.1406 -7.4573
16 H -0.8876 -1.7103 -9.1765
17 W -0.0925 0.0076 0.0222
18 C -2.0966 -0.7686 0.8825
19 C -1.9570 0.6022 1.2922
20 C -2.0431 1.4289 0.1084
21 H -1.9326 0.9523 2.3192
22 C -2.2628 0.5631 -1.0135
23 C -2.2691 -0.7895 -0.5436
24 H -2.4509 -1.6744 -1.1509
25 H -2.1171 -1.6106 1.5660
26 H -2.0197 2.5153 0.0963
27 H -2.4710 0.8968 -2.0287
28 C 1.2580 -1.4965 1.1427
29 C 0.3351 -2.2786 0.3657
30 C 0.6273 -2.0560 -1.0204
31 H -0.3623 -3.0029 0.7734
32 C 1.7767 -1.2032 -1.1074
33 C 2.1524 -0.8332 0.2199
34 H 3.0205 -0.2531 0.5045
35 H 1.3507 -1.5115 2.2204
36 H 0.1382 -2.5558 -1.8514
37 H 2.2955 -0.9185 -2.0192
38 O 1.6377 0.3767 -4.6588
39 C 0.3123 -0.1026 -4.3039
40 C -0.7321 1.0088 -4.4426
41 H 0.3402 -0.3909 -3.2324
42 H 0.0894 -0.9793 -4.9111
43 C 0.1263 2.2666 -4.2398
44 H -1.5176 0.9449 -3.6818
45 H -1.1915 0.9973 -5.4354
46 C 1.5883 1.7724 -4.3062
47 H -0.0725 2.6499 -3.2247
48 H -0.0855 3.0506 -4.9751
49 H 1.9837 1.8551 -3.2757
50 H 2.2400 2.3349 -4.9845
51 O -0.1043 3.3212 1.5531
52 C 0.4490 2.3081 1.9279
53 O 0.7742 1.2509 1.1488
54 C 0.8076 2.0740 3.3717
55 C 1.5893 0.9824 3.7954
56 C 1.7897 0.7415 5.1686
57 C 1.2522 1.6071 6.1325
58 C 0.4733 2.6940 5.7098
59 C 0.2605 2.9392 4.3328
60 N -0.1371 3.5423 6.6927
61 O 0.0421 3.3001 7.9054
62 O -0.8358 4.4964 6.2936
63 N 2.5133 -0.4362 5.5624
64 O 2.9070 -1.2232 4.6707
65 O 2.7119 -0.6353 6.7770
66 H 2.0341 0.3216 3.0583
67 H 1.4259 1.4254 7.1897
68 H -0.3316 3.7912 4.0087